{
  "formula": "H3N3O2",
  "method": "ωB97M-V/def2-TZVPD",
  "lumo_energy_ev": 1.02,
  "e_tot_ha": -316.384048,
  "smiles": "N/N=[N+](\\[O-])O",
  "relative_energy_kcal_mol": 14.3,
  "symbols": ["N", "N", "H", "O", "H", "O", "N", "H"],
  "coordinates": [[1.516, -0.288, -0.097], [0.403, 0.578, -0.045], [2.286, 0.196, 0.295], [-1.828, 0.940, 0.173], [1.419, -1.214, 0.199], [-0.930, -1.169, 0.129], [-0.677, 0.035, 0.032], [-2.187, 0.922, -0.685]],
  "atomic_forces_ev_per_a": [[-1.665, 2.191, -1.065], [2.766, 0.889, 0.037], [0.611, 0.463, 0.233], [2.577, -0.602, 1.623], [-0.803, -1.544, 0.679], [-0.088, 0.035, -0.226], [-2.409, -1.357, 0.761], [-0.989, -0.076, -2.042]],
  "lowdin_charge": [0.08, 0.04, 0.07, 0.08, 0.06, -0.01, -0.39, 0.07]
}